Molecular formula: H11O6
Method: DFT, ωB97M-V/def2-TZVPD

Structure (XYZ):
```
17
Properties=species:S:1:pos:R:3
O -0.124 0.384 0.506
H -0.258 0.143 1.436
O -0.420 -1.755 -0.929
H 0.357 -2.239 -1.229
H -0.083 -0.919 -0.446
O 2.489 -0.069 1.476
H 2.281 0.011 2.406
H 1.567 -0.132 1.119
O -2.592 -2.552 0.828
H -1.767 -2.112 0.592
H -3.222 -1.973 0.393
O -3.218 1.648 0.721
H -3.075 1.340 -0.185
H -2.479 1.203 1.148
O 3.826 2.323 -2.699
H 3.421 3.022 -2.158
H 3.512 1.570 -2.207
```

Values from the calculation:
* LUMO level: 3.65 eV
* relative energy (zero: lowest compared OMol25 entry of this formula, charge and spin): 114.3 kJ/mol
* total charge: -1